{"formula": "C26H32N2O5STi", "method": "ωB97M-V/def2-TZVPD", "total_energy_ha": -2743.2556, "total_charge": -2, "homo_energy_ha": 0.0303, "elements": ["Ti", "C", "C", "C", "C", "C", "C", "C", "C", "C", "C", "H", "H", "H", "H", "H", "H", "H", "H", "H", "H", "H", "H", "H", "H", "O", "C", "O", "C", "C", "N", "N", "C", "C", "O", "O", "H", "H", "H", "C", "C", "S", "O", "C", "C", "H", "H", "H", "H", "H", "H", "H", "H", "H", "H", "C", "C", "C", "C", "C", "C", "C", "H", "H", "H", "H", "H"], "positions_angstrom": [[0.1318, 0.3659, -0.1533], [3.2902, 1.7076, -3.2787], [1.9563, 1.5411, -2.5420], [1.0549, 2.7491, -2.7781], [2.2137, 1.2441, -1.0763], [2.0566, 2.1929, -0.0561], [2.3711, 1.8958, 1.2605], [2.9465, 0.6535, 1.5920], [3.2343, 0.3282, 3.0311], [3.1264, -0.2859, 0.6053], [2.6387, -0.0520, -0.7019], [3.8370, 2.5690, -2.8830], [3.1245, 1.8728, -4.3473], [3.9217, 0.8247, -3.1612], [1.4461, 0.6606, -2.9492], [1.5581, 3.6797, -2.4952], [0.1224, 2.6659, -2.2164], [0.8038, 2.8216, -3.8388], [1.6004, 3.1468, -0.2837], [2.1389, 2.6143, 2.0371], [2.3009, 0.0506, 3.5294], [3.6557, 1.1858, 3.5611], [3.9244, -0.5125, 3.1169], [3.5088, -1.2712, 0.8475], [2.7910, -0.7903, -1.4760], [-4.8961, 2.9198, -1.2712], [-4.7882, 1.9384, -2.0735], [-5.6634, 1.5242, -2.8562], [-3.4561, 1.2295, -2.0531], [-3.1128, 0.1316, -2.7484], [-1.7629, -0.2120, -2.5314], [-1.2963, 0.5727, -1.4408], [-2.3049, 1.5554, -1.2286], [-2.0010, 2.4220, -0.2222], [-2.8148, 3.4128, 0.2133], [-0.8698, 2.2235, 0.3981], [-3.6737, 3.2818, -0.3005], [-3.7114, -0.3994, -3.4723], [-1.5218, -1.1816, -2.3607], [-1.2342, 0.6031, 4.9758], [-1.9948, -0.2696, 3.9916], [-1.7320, 0.3355, 2.3113], [-0.2680, 0.0206, 2.0711], [-2.6841, -0.9150, 1.4236], [-4.1237, -0.4601, 1.2354], [-1.3561, 0.2269, 5.9933], [-1.5899, 1.6337, 4.9414], [-0.1718, 0.6045, 4.7315], [-3.0732, -0.2481, 4.1674], [-1.6477, -1.3054, 4.0151], [-2.5729, -1.8749, 1.9336], [-2.1560, -0.9834, 0.4643], [-4.6470, -0.3292, 2.1871], [-4.6707, -1.2012, 0.6518], [-4.1521, 0.4823, 0.6857], [0.5206, -1.3911, -0.5107], [1.0625, -2.6879, -0.6574], [1.6744, -3.1486, -1.8630], [2.2810, -4.3872, -1.9593], [2.3092, -5.2678, -0.8773], [1.7062, -4.8563, 0.3133], [1.1090, -3.6156, 0.4264], [1.6382, -2.4944, -2.7285], [2.7336, -4.6791, -2.9032], [2.7804, -6.2403, -0.9600], [1.7141, -5.5183, 1.1755], [0.6641, -3.3102, 1.3676]]}


{"formula": "C26H32N4O2PtSi2", "method": "ωB97M-V/def2-TZVPD", "total_energy_ha": -2077.9108, "total_charge": -2, "homo_energy_ha": 0.0055, "elements": ["Pt", "O", "C", "C", "C", "C", "C", "C", "C", "N", "N", "C", "O", "C", "C", "C", "C", "C", "C", "H", "H", "H", "H", "H", "H", "H", "H", "H", "H", "C", "Si", "C", "C", "N", "C", "C", "C", "C", "C", "C", "N", "Si", "C", "C", "C", "H", "H", "H", "H", "H", "H", "H", "H", "H", "H", "H", "H", "H", "H", "H", "H", "H", "H", "H", "H", "H", "H"], "positions_angstrom": [[-0.0747, -0.3697, -0.8079], [-2.0024, -0.4044, -1.3494], [-2.7314, -1.4572, -1.2199], [-4.1250, -1.3057, -1.4816], [-5.0120, -2.3460, -1.3928], [-4.5778, -3.6330, -1.0393], [-3.2390, -3.8126, -0.7786], [-2.2944, -2.7731, -0.8517], [-0.9292, -3.1351, -0.5357], [0.0425, -2.2998, -0.4772], [1.2976, -2.7801, -0.1292], [2.1477, -1.7861, -0.0715], [1.8923, -0.5503, -0.3150], [3.5494, -2.1095, 0.3264], [3.9692, -3.4237, 0.5222], [5.2772, -3.6909, 0.8932], [6.1801, -2.6498, 1.0765], [5.7645, -1.3400, 0.8842], [4.4553, -1.0696, 0.5101], [-4.4527, -0.3069, -1.7415], [-6.0636, -2.1657, -1.5918], [-5.2751, -4.4579, -0.9627], [-2.8758, -4.7960, -0.4944], [-0.7052, -4.1765, -0.3145], [3.2490, -4.2178, 0.3807], [5.5953, -4.7163, 1.0437], [7.2022, -2.8603, 1.3702], [6.4612, -0.5228, 1.0293], [4.1073, -0.0568, 0.3572], [-0.9870, -1.6004, 2.7575], [-1.2807, 0.2626, 2.8462], [-3.0868, 0.4355, 3.4432], [-0.2303, 0.8609, 4.3238], [-0.9262, 0.9598, 1.3779], [-0.9372, 2.2478, 0.9816], [-1.3863, 3.3114, 1.7975], [-1.3905, 4.6494, 1.4095], [-0.9370, 4.9855, 0.1499], [-0.4940, 3.9626, -0.6982], [-0.4729, 2.6117, -0.3485], [-0.0057, 1.6383, -1.2325], [0.6657, 2.0013, -2.7567], [-0.5349, 2.8206, -3.9852], [1.2679, 0.4745, -3.6818], [2.2117, 3.1045, -2.6640], [-1.0917, -2.0675, 3.7433], [0.0158, -1.8130, 2.3780], [-1.7021, -2.0727, 2.0783], [-3.2713, -0.1257, 4.3662], [-3.7589, 0.0536, 2.6691], [-3.3497, 1.4820, 3.6208], [-0.4976, 0.3250, 5.2418], [-0.3538, 1.9322, 4.5018], [0.8285, 0.6797, 4.1173], [-1.7456, 3.0562, 2.7904], [-1.7502, 5.4102, 2.0972], [-0.9244, 6.0151, -0.1939], [-0.1495, 4.2543, -1.6832], [-1.4076, 2.1722, -4.1038], [-0.0573, 2.9324, -4.9651], [-0.8936, 3.7990, -3.6636], [0.4588, -0.2355, -3.8585], [2.0463, -0.0475, -3.1221], [1.6782, 0.7988, -4.6468], [2.0227, 4.0713, -2.1956], [2.6249, 3.2773, -3.6640], [2.9699, 2.5900, -2.0670]]}


{"formula": "C26H32N4O5", "method": "ωB97M-V/def2-TZVPD", "smiles": "CCOc1ccc([C@H]2C(C#N)=C(N)Oc3cc(C)n(CCN4CCOCC4)c(=O)c32)cc1OCC", "total_energy_ha": -1605.1608, "homo_energy_ha": -0.2837, "elements": ["C", "C", "O", "C", "C", "C", "C", "C", "C", "C", "N", "C", "N", "O", "C", "C", "C", "C", "N", "C", "C", "N", "C", "C", "O", "C", "C", "C", "O", "C", "C", "C", "O", "C", "C", "H", "H", "H", "H", "H", "H", "H", "H", "H", "H", "H", "H", "H", "H", "H", "H", "H", "H", "H", "H", "H", "H", "H", "H", "H", "H", "H", "H", "H", "H", "H", "H"], "positions_angstrom": [[2.2703, 6.0768, 2.3416], [1.8297, 5.0584, 1.3002], [2.0039, 3.7728, 1.8710], [1.9999, 2.6544, 1.0909], [2.6054, 1.5424, 1.6664], [2.6576, 0.3242, 1.0188], [2.1264, 0.2025, -0.2540], [2.1254, -1.1280, -0.9834], [3.4414, -1.8529, -0.8269], [4.5394, -1.4071, -1.5683], [5.4406, -1.0688, -2.1985], [3.5906, -2.8777, 0.0452], [4.7826, -3.4707, 0.3533], [2.5625, -3.4256, 0.7526], [1.2954, -3.0046, 0.4581], [0.2466, -3.7172, 1.0788], [-1.0474, -3.3654, 0.8333], [-2.1706, -4.1019, 1.4947], [-1.3256, -2.3596, -0.0358], [-2.6793, -1.9129, -0.2942], [-3.0465, -0.7445, 0.6518], [-4.3283, -0.1292, 0.4272], [-5.4786, -0.9851, 0.6423], [-6.7294, -0.1023, 0.6643], [-6.8700, 0.6141, -0.5385], [-5.7365, 1.4186, -0.7743], [-4.4629, 0.5737, -0.8355], [-0.3300, -1.6146, -0.6925], [-0.6582, -0.7283, -1.4682], [1.0270, -1.9758, -0.3941], [1.5190, 1.3023, -0.8409], [1.4193, 2.5214, -0.1852], [0.7647, 3.6015, -0.7158], [0.1325, 3.4666, -1.9734], [-0.5800, 4.7783, -2.2671], [2.1409, 7.0827, 1.9523], [1.6760, 5.9634, 3.2442], [3.3158, 5.9234, 2.5954], [2.4378, 5.1544, 0.3935], [0.7790, 5.2185, 1.0335], [3.0294, 1.6633, 2.6508], [3.1265, -0.5189, 1.5046], [1.9117, -0.9427, -2.0424], [5.5601, -3.2740, -0.2541], [4.7398, -4.3845, 0.7721], [0.4897, -4.5222, 1.7496], [-2.8334, -3.4219, 2.0252], [-1.7662, -4.8150, 2.2068], [-2.7584, -4.6520, 0.7600], [-2.6940, -1.5441, -1.3232], [-3.3786, -2.7403, -0.1914], [-2.2820, 0.0283, 0.5361], [-3.0218, -1.0934, 1.6893], [-5.3736, -1.4946, 1.6026], [-5.5947, -1.7388, -0.1558], [-7.6314, -0.7081, 0.7679], [-6.6565, 0.5976, 1.5102], [-5.9141, 1.9252, -1.7241], [-5.6360, 2.1639, 0.0286], [-3.5935, 1.2161, -0.9794], [-4.5414, -0.1186, -1.6902], [1.0849, 1.1788, -1.8185], [-0.5877, 2.6379, -1.9486], [0.8801, 3.2607, -2.7519], [-1.3207, 4.9808, -1.4980], [0.1362, 5.5956, -2.2818], [-1.0753, 4.7201, -3.2320]]}